Density functional theory data (the ωB97M-V functional and the def2-TZVPD basis) for a molecular structure, C4H12N2S in a non-equilibrium geometry.

Structure (XYZ):
```
19
C4H12N2S, DFT the ωB97M-V functional and the def2-TZVPD basis
C -0.28 0.18 -0.77
C 0.63 -0.03 -1.69
C -0.07 0.74 1.92
C -0.02 -0.51 0.99
N 0.51 0.57 -3.04
N -1.25 -1.47 1.23
S 1.52 -1.54 1.21
H -1.12 0.73 -0.71
H 1.51 -0.62 -1.51
H 0.71 1.32 1.54
H -1.05 1.18 1.85
H 0.20 0.26 2.80
H -0.37 0.67 -3.45
H 1.05 -0.02 -3.61
H 1.11 1.46 -3.03
H -2.14 -0.95 1.39
H -1.27 -2.11 0.47
H -0.76 -1.77 2.09
H 2.18 -0.31 1.37
```

Values from the calculation:
E_HOMO in Ha: -0.647
Total energy in Ha: -666.56336
HOMO-LUMO gap in eV: 10.5
Energy above the lowest of the compared OMol25 structures with the same formula, charge and spin in eV: 3.1062
Charge: +2